The following is a quantum chemistry calculation of 11 unconnected molecules or ions with the total composition C66H165N11O22, from OMol25.

CARTESIAN COORDINATES (ANGSTROEM)
1 C -25.805 1.982 35.020
2 O -25.253 3.163 34.425
3 C -26.133 3.693 33.310
4 C -25.566 4.778 32.464
5 N -26.549 5.162 31.457
6 C -26.128 6.348 30.671
7 C -25.298 7.346 31.457
8 O -24.825 8.273 30.451
9 C -23.938 9.236 30.952
10 H -26.866 2.135 35.222
11 H -25.346 1.702 35.969
12 H -25.518 1.180 34.340
13 H -27.085 3.956 33.773
14 H -26.481 2.929 32.615
15 H -24.596 4.484 32.063
16 H -25.388 5.684 33.045
17 H -26.878 4.322 31.003
18 H -27.032 6.764 30.228
19 H -25.528 6.015 29.824
20 H -24.330 6.856 31.562
21 H -25.525 7.756 32.441
22 H -24.022 9.415 32.024
23 H -24.022 10.081 30.269
24 H -22.899 8.944 30.798
25 C -15.007 10.146 23.793
26 O -14.181 11.303 23.810
27 C -14.396 11.977 22.642
28 C -15.609 12.911 22.629
29 N -16.719 12.105 22.084
30 C -18.000 12.740 22.440
31 C -19.243 11.905 21.891
32 O -18.999 11.573 20.524
33 C -19.844 10.534 19.986
34 H -15.266 9.616 22.876
35 H -15.976 10.282 24.272
36 H -14.389 9.446 24.356
37 H -14.404 11.380 21.730
38 H -13.488 12.576 22.560
39 H -15.314 13.778 22.038
40 H -15.779 13.200 23.666
41 H -16.517 11.875 21.122
42 H -18.056 13.742 22.014
43 H -18.194 12.895 23.501
44 H -20.228 12.290 22.156
45 H -19.232 10.982 22.471
46 H -19.516 10.199 19.002
47 H -20.870 10.898 19.948
48 H -19.745 9.658 20.627
49 C -18.915 10.732 27.675
50 O -19.281 12.071 27.577
51 C -18.937 12.528 26.221
52 C -19.567 13.975 26.176
53 N -18.786 14.892 27.088
54 C -19.469 16.170 26.974
55 C -19.048 17.076 28.147
56 O -19.876 18.241 28.055
57 C -19.427 19.284 28.971
58 H -19.217 10.258 28.609
59 H -17.835 10.589 27.708
60 H -19.403 10.184 26.868
61 H -19.297 11.859 25.439
62 H -17.852 12.613 26.171
63 H -20.647 14.115 26.154
64 H -19.291 14.251 25.158
65 H -18.617 14.530 28.015
66 H -20.548 16.076 27.100
67 H -19.220 16.730 26.073
68 H -17.990 17.323 28.063
69 H -19.292 16.674 29.130
70 H -19.937 20.100 28.459
71 H -18.408 19.633 29.137
72 H -19.926 19.325 29.939
73 C -23.350 10.919 36.564
74 O -24.151 9.749 36.671
75 C -24.891 9.386 35.500
76 C -25.127 7.841 35.655
77 N -25.790 7.480 36.936
78 C -25.899 6.060 37.047
79 C -24.768 5.446 37.826
80 O -24.900 5.336 39.292
81 C -25.133 6.525 40.048
82 H -24.019 11.666 36.135
83 H -22.411 10.854 36.014
84 H -22.960 11.344 37.489
85 H -24.194 9.589 34.686
86 H -25.768 10.014 35.339
87 H -24.203 7.267 35.607
88 H -25.587 7.523 34.720
89 H -25.225 7.888 37.668
90 H -26.039 5.516 36.113
91 H -26.862 5.804 37.489
92 H -23.780 5.866 37.633
93 H -24.606 4.410 37.528
94 H -26.047 6.964 39.649
95 H -24.370 7.297 39.955
96 H -25.108 6.365 41.126
97 C -15.532 11.394 34.211
98 O -16.603 12.171 34.596
99 C -16.522 12.629 35.970
100 C -17.180 14.085 36.086
101 N -16.443 15.087 35.261
102 C -17.358 15.948 34.401
103 C -16.598 16.370 33.116
104 O -15.993 15.260 32.421
105 C -14.616 15.348 32.104
106 H -15.736 10.442 34.702
107 H -14.585 11.778 34.591
108 H -15.612 11.231 33.136
109 H -15.534 12.506 36.413
110 H -17.053 11.836 36.496
111 H -17.045 14.316 37.142
112 H -18.246 13.980 35.886
113 H -15.646 14.810 34.706
114 H -17.519 16.745 35.127
115 H -18.167 15.239 34.223
116 H -15.932 17.200 33.352
117 H -17.290 16.667 32.327
118 H -14.186 14.352 31.995
119 H -14.164 15.868 32.948
120 H -14.411 15.747 31.111
121 C -25.909 14.939 28.871
122 O -24.654 14.211 29.027
123 C -23.532 15.064 28.883
124 C -22.219 14.440 29.280
125 N -22.108 14.233 30.774
126 C -21.966 15.500 31.495
127 C -22.502 15.288 32.911
128 O -23.838 14.850 33.022
129 C -23.947 14.181 34.244
130 H -25.996 15.690 29.657
131 H -26.704 14.195 28.802
132 H -25.853 15.527 27.956
133 H -23.572 16.065 29.312
134 H -23.150 15.189 27.870
135 H -21.268 14.891 28.999
136 H -21.941 13.528 28.753
137 H -22.980 13.933 31.185
138 H -22.461 16.386 31.097
139 H -20.885 15.628 31.548
140 H -22.409 16.226 33.458
141 H -21.733 14.641 33.333
142 H -24.993 13.928 34.419
143 H -23.490 14.751 35.054
144 H -23.264 13.340 34.126
145 C -10.153 10.220 28.310
146 O -9.841 10.856 27.116
147 C -10.529 10.329 25.997
148 C -10.249 11.205 24.814
149 N -9.039 10.758 24.055
150 C -7.794 10.674 24.832
151 C -7.193 12.090 25.097
152 O -5.725 12.011 25.457
153 C -4.812 11.976 24.330
154 H -11.170 10.369 28.671
155 H -9.415 10.521 29.054
156 H -9.927 9.164 28.159
157 H -11.571 10.482 26.280
158 H -10.538 9.242 25.926
159 H -10.074 12.232 25.133
160 H -11.114 11.224 24.152
161 H -8.945 11.478 23.352
162 H -7.073 10.176 24.184
163 H -7.926 10.199 25.804
164 H -7.627 12.342 26.065
165 H -7.419 12.910 24.416
166 H -4.830 11.012 23.822
167 H -3.788 12.059 24.695
168 H -5.150 12.701 23.590
169 C -14.806 9.054 29.542
170 O -14.684 7.667 29.958
171 C -13.320 7.187 29.873
172 C -12.838 7.058 28.426
173 N -11.606 6.224 28.441
174 C -11.989 4.882 28.463
175 C -10.989 3.788 28.002
176 O -11.016 3.508 26.575
177 C -10.095 2.484 26.082
178 H -14.438 9.169 28.522
179 H -14.197 9.638 30.232
180 H -15.844 9.353 29.691
181 H -13.207 6.170 30.249
182 H -12.621 7.746 30.495
183 H -12.647 8.122 28.286
184 H -13.580 6.903 27.642
185 H -11.064 6.254 27.589
186 H -12.934 4.695 27.953
187 H -12.152 4.519 29.478
188 H -11.282 2.829 28.430
189 H -9.973 4.096 28.245
190 H -9.150 2.938 25.785
191 H -10.649 1.881 25.363
192 H -9.901 1.777 26.888
193 C -21.001 11.167 32.568
194 O -19.632 11.522 32.740
195 C -19.292 12.506 31.802
196 C -17.841 12.852 31.942
197 N -17.269 13.539 30.788
198 C -16.329 12.581 30.002
199 C -15.699 13.189 28.743
200 O -14.592 12.276 28.434
201 C -14.214 12.482 27.032
202 H -21.445 11.029 33.554
203 H -21.022 10.173 32.122
204 H -21.610 11.934 32.090
205 H -19.791 13.453 32.005
206 H -19.496 12.143 30.794
207 H -17.266 11.941 32.107
208 H -17.791 13.480 32.832
209 H -16.578 14.167 31.173
210 H -16.823 11.667 29.672
211 H -15.456 12.390 30.625
212 H -15.306 14.194 28.896
213 H -16.503 13.150 28.008
214 H -15.092 12.460 26.387
215 H -13.523 11.735 26.642
216 H -13.745 13.465 26.976
217 C -11.590 14.560 28.616
218 O -10.815 15.649 29.000
219 C -9.479 15.547 28.730
220 C -8.906 16.989 29.062
221 N -9.185 17.381 30.447
222 C -8.307 16.738 31.448
223 C -7.367 17.665 32.157
224 O -6.518 16.915 33.079
225 C -5.566 17.711 33.597
226 H -11.390 13.877 29.441
227 H -11.274 14.102 27.678
228 H -12.639 14.817 28.469
229 H -9.138 15.349 27.714
230 H -9.064 14.767 29.369
231 H -9.094 17.714 28.270
232 H -7.818 16.924 29.093
233 H -10.134 17.105 30.657
234 H -7.704 15.971 30.962
235 H -8.790 16.271 32.307
236 H -7.888 18.540 32.545
237 H -6.683 18.156 31.465
238 H -5.028 18.364 32.910
239 H -4.967 16.970 34.126
240 H -5.895 18.314 34.444
241 C -14.703 17.206 28.377
242 O -13.602 17.972 28.107
243 C -13.141 18.870 29.131
244 C -11.710 19.327 28.915
245 N -11.506 20.349 27.837
246 C -11.756 21.771 28.272
247 C -11.989 22.725 27.060
248 O -13.138 22.295 26.354
249 C -13.121 22.894 25.068
250 H -14.562 16.373 27.689
251 H -15.645 17.726 28.202
252 H -14.719 16.722 29.354
253 H -13.248 18.327 30.070
254 H -13.761 19.760 29.236
255 H -11.208 18.424 28.566
256 H -11.186 19.570 29.839
257 H -12.051 20.233 26.994
258 H -10.925 21.983 28.946
259 H -12.669 21.740 28.866
260 H -11.098 22.910 26.460
261 H -12.269 23.727 27.385
262 H -12.184 22.902 24.511
263 H -13.358 23.953 25.169
264 H -13.794 22.417 24.355

net charge = 0
E_LUMO = 0.51 eV
E_tot = -132527.21068 eV
max |F| = 0.0801 Eh/bohr
SMILES string = COCCNCCOC.COCCNCCOC.COCCNCCOC.COCCNCCOC.COCCNCCOC.COCCNCCOC.COCCNCCOC.COCCNCCOC.COCCNCCOC.COCCNCCOC.COCCNCCOC
gap between HOMO and LUMO = 8.94 eV

Atom charges from the Löwdin analysis, given in e for atoms 1 to 6: number 1, C, carries -0.1169; number 2, O, carries -0.2114; number 3, C, carries -0.1793; number 4, C, carries -0.2463; number 5, N, carries -0.0623; number 6, C, carries -0.1713